The following is a quantum chemistry calculation of the molecule C2H6Si3 at a distorted geometry, from the Open Molecules 2025 dataset.

Geometry as XYZ:
```
11
C2H6Si3 (the ωB97M-V functional and the def2-TZVPD basis)
C 0.17 -0.84 0.65
C -0.94 -0.69 1.13
Si 1.66 -0.78 -0.48
Si -2.65 -0.72 1.76
Si 1.42 1.18 -1.79
H 2.85 -1.11 0.20
H 1.45 -1.92 -1.41
H -3.26 -0.09 3.08
H -3.53 -0.56 0.55
H 0.45 0.93 -2.87
H 2.71 1.28 -2.81
```

Computed properties:
total charge = 0
Kohn-Sham gap (alpha / beta) = 0.21483 / 0.27874 Eh
energy above the lowest of the compared OMol25 structures with the same formula, charge and spin = 56.3 kcal/mol
molar mass = 114.33 g mol⁻¹

---

The following is a quantum chemistry calculation of a cluster of 2 separate species, C7H21N2O2Si in total at a distorted geometry, from the Open Molecules 2025 dataset.

Geometry as XYZ:
```
33
C7H21N2O2Si (the ωB97M-V functional and the def2-TZVPD basis)
C -0.41 -3.00 -0.72
C -2.35 -1.59 -0.52
C 2.67 -0.87 -1.59
C -1.38 2.10 -1.96
C 1.15 0.56 2.45
C -0.15 1.27 3.09
C -1.08 -1.69 -0.91
N 1.22 1.09 1.10
N -1.13 1.34 1.96
O 1.43 -0.27 -1.14
O -0.47 1.11 -1.41
Si 0.00 -0.36 -1.76
H -1.14 -3.88 -0.57
H 0.39 -2.86 0.13
H 0.29 -3.19 -1.61
H -1.67 0.52 1.62
H -2.86 -2.34 -0.05
H -2.85 -0.63 -0.58
H 2.69 -0.99 -2.60
H 2.97 -1.77 -1.07
H 3.50 -0.21 -1.36
H -2.22 1.62 -2.34
H -0.87 2.71 -2.86
H -1.74 2.77 -1.16
H 2.01 0.86 3.01
H 0.80 -0.44 2.44
H 0.17 2.31 3.38
H -0.63 0.74 3.94
H 1.18 2.05 1.05
H 1.86 0.57 0.42
H 0.27 0.84 0.75
H -1.84 2.13 2.09
H 0.20 -0.50 -3.21
```

Computed properties:
total charge = +1
Kohn-Sham gap = 0.37639 Eh
energy above the lowest of the compared OMol25 structures with the same formula, charge and spin = 10.9 kcal/mol
molar mass = 193.34 g mol⁻¹

---

The following is a quantum chemistry calculation of a cluster of 2 separate species, C19H22BrIN2O10PS in total at a distorted geometry, from the Open Molecules 2025 dataset.

Geometry as XYZ:
```
57
C19H22BrIN2O10PS (the ωB97M-V functional and the def2-TZVPD basis)
C 0.40 -0.50 2.11
C -1.06 -0.65 1.71
C -2.03 -1.10 2.76
N -1.45 -0.38 0.52
O -0.71 0.73 0.01
C -1.19 1.06 -1.21
O -2.05 0.50 -1.83
C -0.53 2.30 -1.79
C -1.22 3.51 -1.61
C -2.53 3.61 -0.86
C -2.42 3.91 0.67
C -2.39 2.64 1.56
Br -0.87 5.01 1.16
C -0.62 4.62 -2.16
I -1.46 6.56 -2.05
N 0.55 4.52 -2.79
C 1.22 3.37 -2.95
P 2.87 3.51 -3.84
O 4.01 2.81 -2.93
O 3.16 5.12 -4.03
C 0.69 2.21 -2.45
S 1.51 0.61 -2.57
C 2.32 0.35 -4.16
O 2.53 0.59 -1.56
O 0.60 -0.48 -2.36
H 1.07 -0.54 1.25
H 0.63 -1.35 2.76
H 0.50 0.45 2.66
H -1.72 -0.61 3.69
H -1.92 -2.18 2.91
H -3.06 -0.85 2.52
H -3.12 4.41 -1.32
H -3.11 2.68 -0.96
H -3.31 4.47 0.95
H -2.81 1.78 1.05
H -2.94 2.81 2.49
H -1.35 2.46 1.84
H 0.95 5.38 -3.16
H 4.12 3.26 -2.07
H 3.12 5.61 -3.19
H 2.05 1.09 -4.92
H 3.39 0.49 -3.96
H 2.19 -0.67 -4.50
C -0.93 -6.44 2.34
C 0.02 -7.15 1.71
C 1.45 -6.70 1.68
O 2.27 -7.39 1.12
C 1.79 -5.43 2.32
C 0.84 -4.72 2.94
C -0.58 -5.19 3.00
O -1.40 -4.50 3.59
O 1.09 -3.56 3.54
O -0.24 -8.30 1.10
H -1.96 -6.75 2.37
H 2.82 -5.11 2.28
H 0.24 -3.26 3.91
H 0.61 -8.61 0.74
```

Computed properties:
total charge = +1
Kohn-Sham gap = 0.24219 Eh
molar mass = 708.24 g mol⁻¹

---

The following is a quantum chemistry calculation of a structure of composition C21H45N2OP3RuS at a distorted geometry, from the Open Molecules 2025 dataset.

Geometry as XYZ:
```
74
C21H45N2OP3RuS (the ωB97M-V functional and the def2-TZVPD basis)
Ru -0.09 -0.33 0.21
P -2.09 -0.43 0.97
P 0.82 -2.08 1.24
P -0.70 1.21 -1.33
H 3.36 -3.89 -2.29
C 3.89 -3.03 -2.72
C 4.46 -2.07 -1.93
H 4.56 -2.17 -0.85
C -3.17 -1.61 0.11
C -2.30 -0.93 2.70
C -3.19 1.03 0.97
C 2.45 -2.70 0.75
C 1.01 -1.89 3.05
C -0.25 -3.55 1.09
C 0.70 1.89 -2.27
C -1.52 2.83 -0.97
C -1.80 0.55 -2.64
H 4.04 -3.02 -3.82
H 4.95 -1.19 -2.33
H -4.03 -1.83 0.75
H -2.64 -2.54 -0.11
H -3.53 -1.17 -0.83
H -3.35 -0.83 2.97
H -1.71 -0.28 3.36
H -2.00 -1.97 2.85
H -3.47 1.28 -0.05
H -2.70 1.90 1.43
H -4.10 0.79 1.53
H 2.68 -3.60 1.34
H 3.22 -1.94 0.96
H 2.48 -2.96 -0.31
H 1.56 -2.76 3.43
H 0.03 -1.84 3.53
H 1.59 -0.98 3.27
H 0.27 -4.42 1.50
H -0.46 -3.72 0.03
H -1.19 -3.41 1.62
H 0.53 2.95 -2.49
H 0.76 1.34 -3.21
H 1.63 1.81 -1.70
H -1.19 3.56 -1.71
H -1.22 3.18 0.03
H -2.60 2.75 -1.03
H -1.63 1.12 -3.56
H -2.85 0.67 -2.34
H -1.58 -0.50 -2.83
C 2.27 -0.74 -3.13
C 1.25 -1.63 -3.46
C 0.90 -1.70 -4.82
C 1.50 -0.80 -5.71
C 2.34 0.24 -5.28
C 2.82 0.23 -3.97
O 2.90 -0.80 -1.88
H 2.73 0.01 -1.35
H 0.79 -2.28 -2.69
H 0.14 -2.42 -5.15
H 1.31 -0.94 -6.78
H 2.68 1.02 -5.95
H 3.55 0.89 -3.52
S 0.86 1.29 1.53
C -0.22 2.11 2.63
N -0.75 3.30 2.31
C -1.64 4.05 3.19
C -1.31 3.71 4.63
C -1.28 2.22 4.87
N -0.47 1.58 3.84
H -0.35 3.75 1.48
H -2.68 3.78 2.97
H -1.48 5.12 2.99
H -2.05 4.17 5.30
H -0.33 4.14 4.89
H -2.30 1.81 4.82
H -0.83 1.97 5.83
H 0.01 0.70 4.05
```

Computed properties:
⟨S²⟩ = 6.03
total charge = +4
multiplicity = 5
Kohn-Sham gap (alpha / beta) = 0.21469 / 0.12608 Eh
energy above the lowest of the compared OMol25 structures with the same formula, charge and spin = 54.3 kcal/mol
molar mass = 567.66 g mol⁻¹

---

The following is a quantum chemistry calculation of a cluster of 2 separate species, C2H6N2O3 in total at a distorted geometry, from the Open Molecules 2025 dataset.

Geometry as XYZ:
```
13
C2H6N2O3 (the ωB97M-V functional and the def2-TZVPD basis)
C -0.07 -0.46 -0.41
C 1.06 0.29 0.01
N -0.98 -0.79 0.67
N -0.47 2.38 -0.19
O -1.59 2.69 0.00
O 0.27 3.55 -0.47
O 1.82 0.90 -0.74
H -0.47 0.22 -1.21
H 0.15 -1.38 -0.87
H 1.30 0.23 1.09
H -1.65 -0.06 0.82
H -1.45 -1.61 0.44
H 1.06 3.11 -0.85
```

Computed properties:
⟨S²⟩ = 2.01
total charge = 0
multiplicity = 3
Kohn-Sham gap (alpha / beta) = 0.33623 / 0.27208 Eh
energy above the lowest of the compared OMol25 structures with the same formula, charge and spin = 48.4 kcal/mol
molar mass = 106.08 g mol⁻¹

---

The following is a quantum chemistry calculation of a structure of composition C23H37N2OTm at a distorted geometry, from the Open Molecules 2025 dataset.

Geometry as XYZ:
```
64
C23H37N2OTm (the ωB97M-V functional and the def2-TZVPD basis)
C -2.68 -1.92 -0.14
H -3.19 -2.27 0.76
H -3.43 -1.46 -0.83
H -1.89 -0.81 0.48
C -1.91 -3.09 -0.81
H -1.48 -2.83 -1.82
H -1.06 -3.37 -0.17
C -2.82 -4.33 -1.02
H -2.24 -5.16 -1.42
H -3.28 -4.62 -0.07
H -3.62 -4.09 -1.74
C -0.46 1.18 -2.51
C -0.64 0.09 -3.42
C -2.03 -0.26 -3.41
C -2.71 0.61 -2.50
C -1.73 1.48 -1.91
C -1.99 2.54 -0.90
C -4.18 0.68 -2.29
C -2.69 -1.29 -4.27
C 0.41 -0.51 -4.27
C 0.81 1.90 -2.24
Tm -1.13 -0.84 -1.11
H -4.42 1.26 -1.39
H -4.68 1.17 -3.14
H -4.63 -0.31 -2.18
H -2.92 2.35 -0.36
H -1.18 2.60 -0.16
H -2.07 3.53 -1.37
H 1.67 1.23 -2.29
H 0.98 2.71 -2.96
H 0.80 2.35 -1.24
H 0.13 -1.52 -4.60
H 0.59 0.09 -5.18
H 1.37 -0.59 -3.74
H -3.50 -1.80 -3.74
H -3.13 -0.83 -5.17
H -1.97 -2.05 -4.60
C 1.22 1.26 6.11
C 2.50 1.51 5.35
N 2.37 1.26 3.91
C 2.84 2.32 2.99
C 4.28 2.16 2.53
C 2.21 -0.05 3.52
O 2.14 -0.96 4.34
C 2.12 -0.33 2.04
C 3.24 -0.82 1.34
C 3.09 -1.21 0.01
C 1.82 -1.20 -0.55
N 0.75 -0.73 0.14
C 0.89 -0.25 1.41
H 0.43 1.92 5.75
H 1.39 1.46 7.17
H 0.91 0.22 5.99
H 2.81 2.55 5.44
H 3.29 0.85 5.74
H 2.17 2.35 2.13
H 2.74 3.26 3.55
H 4.37 1.38 1.76
H 4.62 3.10 2.09
H 4.94 1.91 3.37
H 4.20 -0.86 1.85
H 3.94 -1.53 -0.58
H 1.62 -1.59 -1.57
H 0.00 0.15 1.90
```

Computed properties:
⟨S²⟩ = 2.00
total charge = +2
multiplicity = 3
Kohn-Sham gap (alpha / beta) = 0.21430 / 0.21552 Eh
molar mass = 526.50 g mol⁻¹

---

no.,energy (eV)
1,-25798.0655
2,-22545.7225
3,-141772.4506
4,-68774.5158
5,-11287.8208
6,-58992.4421